62
Properties=species:S:1:pos:R:3:forces:R:3 method="wB97M-V/def2-TZVPD" total_charge=+1 homo_lumo_gap_ev=5.943 lumo_ev=-3.932 relative_energy_ev=0.623 energy_ha=-1137.0501 molar_mass_g_mol=376.6
C 2.634 5.434 -2.547 0.107 0.120 0.056
N 2.468 4.008 -2.718 -0.263 0.097 0.731
C 2.805 3.395 -3.989 0.055 -0.244 -0.294
C 2.457 1.901 -3.788 0.380 -0.146 -0.898
C 1.904 1.828 -2.404 -0.364 -0.371 0.865
C 1.967 3.125 -1.823 -0.116 0.135 -0.479
C 1.539 3.337 -0.497 0.068 -0.144 0.130
C 1.025 2.259 0.203 -0.415 -0.046 -0.606
C 0.819 0.967 -0.401 -0.013 0.301 0.444
C 0.170 -0.116 0.279 1.008 1.531 2.003
C -0.671 0.073 1.420 -0.515 0.517 -0.685
C -0.880 -0.964 2.384 -0.141 -0.106 0.760
C -1.457 -0.688 3.601 0.351 0.126 -1.092
C -1.886 0.629 3.912 0.161 -0.023 0.799
N -2.288 0.694 5.206 0.165 0.477 -0.983
C -2.728 1.866 5.923 -0.211 0.173 0.096
C -2.247 -0.593 5.869 -0.044 -0.453 0.123
C -1.679 -1.551 4.798 -0.096 -0.756 0.594
C -1.823 1.652 2.946 -0.053 0.135 -0.246
C -1.307 1.342 1.701 0.516 -0.139 0.297
C 1.369 0.776 -1.702 0.368 0.192 -0.346
H 2.165 5.768 -1.615 0.122 -0.069 -0.301
H 3.701 5.702 -2.528 -0.256 -0.059 0.053
H 2.174 5.961 -3.396 0.033 -0.104 0.265
H 2.216 3.849 -4.800 0.112 -0.031 0.201
H 3.868 3.551 -4.226 -0.243 -0.023 0.090
H 1.735 1.577 -4.547 0.097 -0.032 0.202
H 3.358 1.290 -3.925 -0.233 0.002 0.137
H 1.631 4.324 -0.041 0.069 -0.411 0.031
H 0.768 2.387 1.249 0.114 0.026 -0.152
H 0.550 -1.110 0.069 -0.317 0.341 -0.108
H -0.535 -1.978 2.183 0.038 0.365 0.069
H -2.381 2.777 5.424 -0.048 -0.226 0.176
H -3.825 1.901 6.004 0.240 -0.001 -0.056
H -2.320 1.827 6.942 -0.033 0.113 -0.265
H -1.614 -0.539 6.765 -0.105 0.029 -0.171
H -3.253 -0.896 6.192 0.171 0.118 -0.044
H -2.392 -2.360 4.598 0.175 0.128 -0.037
H -0.758 -2.020 5.165 -0.115 0.072 -0.221
H -2.150 2.662 3.200 -0.109 -0.359 -0.324
H -1.317 2.105 0.924 -0.053 -0.247 0.215
H 1.359 -0.221 -2.135 -0.153 0.288 0.121
C 1.048 -2.435 -3.192 0.153 0.011 -0.204
C -0.195 -2.920 -2.455 -0.247 -0.445 -0.066
C -1.434 -2.665 -3.301 -0.252 0.000 -0.295
C -0.035 -4.445 -2.201 -0.307 0.105 -0.158
C -0.078 -4.668 -0.694 0.303 -0.138 0.244
C -0.527 -3.345 -0.080 -0.415 0.295 -0.078
N -0.357 -2.306 -1.115 -0.117 -0.913 -0.639
H 1.211 -3.090 -4.064 0.023 0.303 0.241
H 0.942 -1.410 -3.570 0.023 -0.216 0.063
H 1.929 -2.505 -2.538 -0.148 0.066 -0.185
H -1.323 -3.128 -4.291 -0.082 0.112 0.227
H -2.320 -3.095 -2.816 0.139 0.095 -0.128
H -1.608 -1.592 -3.455 0.053 -0.120 0.050
H -0.860 -4.973 -2.682 0.105 -0.016 -0.053
H 0.894 -4.804 -2.646 -0.106 -0.081 0.094
H -0.765 -5.465 -0.409 0.071 -0.016 -0.057
H 0.908 -4.955 -0.322 -0.058 0.062 0.020
H -1.572 -3.415 0.272 0.330 0.103 -0.110
H 0.096 -3.078 0.774 0.010 -0.200 0.135
H -1.123 -1.638 -1.086 0.068 -0.304 -0.251


8
Properties=species:S:1:pos:R:3:forces:R:3 method="wB97M-V/def2-TZVPD" total_charge=+1 homo_lumo_gap_ev=10.572 lumo_ev=-5.639 relative_energy_ev=5.876 energy_ha=-204.2898 molar_mass_g_mol=58.1
C -1.763 -0.094 1.123 -1.254 1.145 -1.004
N -0.841 -0.813 1.498 0.014 -1.032 2.290
N -0.789 -0.404 0.112 0.035 -0.201 -2.182
N 0.209 0.649 0.070 4.033 -0.782 3.333
H -2.697 0.510 1.143 0.798 -0.805 0.505
H 1.443 0.106 0.545 -4.479 2.021 -1.472
H -0.119 1.401 0.731 1.189 -0.337 -0.740
H 0.460 1.007 -0.839 -0.338 -0.009 -0.730


14
Properties=species:S:1:pos:R:3:forces:R:3 method="wB97M-V/def2-TZVPD" homo_lumo_gap_ev=8.966 lumo_ev=0.606 relative_energy_ev=1.585 energy_ha=-684.7488 molar_mass_g_mol=117.2
C 2.146 -1.257 -0.217 -0.006 -0.050 0.073
C 1.146 -0.513 0.227 0.263 -0.009 0.157
C -1.582 -0.224 -0.141 3.908 0.374 -2.227
C 0.269 0.309 -0.609 -3.505 0.016 1.333
N -1.931 0.327 1.000 -0.581 0.152 0.926
O -2.146 -0.952 -0.896 -0.513 -0.179 0.176
S 0.358 2.046 -0.079 0.618 -0.050 -0.054
H 2.756 -1.832 0.458 0.073 -0.118 0.146
H 2.398 -1.314 -1.261 -0.018 0.009 -0.291
H 0.950 -0.459 1.294 0.026 -0.050 0.047
H 0.382 0.208 -1.680 -0.094 -0.191 -0.078
H -1.320 0.991 1.450 -0.060 0.012 -0.138
H -2.856 0.154 1.366 0.087 0.040 0.016
H -0.570 2.517 -0.912 -0.199 0.041 -0.086


16
Properties=species:S:1:pos:R:3:forces:R:3 method="wB97M-V/def2-TZVPD" smiles="[H]/N=C(/NS)[C@@H](O)CS" homo_lumo_gap_ev=9.006 lumo_ev=-0.103 relative_energy_ev=4.161 energy_ha=-1100.1024 molar_mass_g_mol=152.2
H 2.131 -0.252 1.324 -0.331 -1.577 -2.682
N 2.161 -0.536 0.255 -1.971 0.949 0.473
C 0.951 -0.613 -0.276 3.699 1.651 4.836
N 0.734 -0.300 -1.556 1.768 -1.804 -3.359
S -0.579 -1.258 -2.292 0.403 3.327 -3.388
C -0.300 -0.647 0.502 -0.041 1.911 -1.438
O -0.254 -0.763 1.819 1.585 1.279 4.263
C -1.032 0.720 0.211 1.401 -1.687 1.350
S 0.027 1.900 1.201 -1.012 0.769 -0.956
H 1.681 -0.451 -2.019 -1.603 0.380 0.150
H -0.790 -0.121 -3.457 0.282 -2.783 2.674
H -0.741 -1.495 0.067 -1.840 -1.061 -0.063
H 0.063 0.210 2.230 -0.932 -3.179 -1.549
H -1.821 0.532 0.909 -1.426 0.623 -0.567
H -1.178 0.847 -0.849 -0.378 0.837 0.158
H -1.054 2.228 1.931 0.398 0.364 0.097